Record 1
The following is a quantum chemistry calculation of one molecule with the formula C3H7NO, from OMol25.

Structure (XYZ):
```
12
Properties=species:S:1:pos:R:3:mulliken_charge:R:1
N 0.9873 1.3353 0.2360 -0.671
C -0.0877 0.4095 0.4190 -0.002
C 0.4075 -1.0324 0.4454 -0.747
C -0.3212 -0.5189 -0.7510 -0.074
O -1.5795 -1.1231 -0.8845 -0.509
H 1.4414 1.6153 1.1389 0.236
H 0.5938 2.1989 -0.1188 0.222
H -0.9391 0.6769 1.0279 0.348
H -0.1813 -1.7662 1.0383 0.237
H 1.5310 -1.1137 0.4446 0.270
H 0.2366 -0.2247 -1.6371 0.378
H -2.0889 -0.4569 -1.3587 0.311
```

SMILES   N[C@@H]1C[C@H]1O
Highest occupied orbital energy   -9.44 eV
Lowest unoccupied orbital energy   0.97 eV
Spin multiplicity   1
Charge   0
F_max   1.58 eV Å⁻¹
Energy relative to the best compared isomer or geometry (same formula, charge and spin)   46.7 kcal/mol
Electronic energy   -248.4520 hartree
Orbital gap   0.3825 hartree


Record 2
The following is a quantum chemistry calculation of a 2-piece molecular cluster, C3H7NO overall, from OMol25.

Structure (XYZ):
```
12
Properties=species:S:1:pos:R:3:mulliken_charge:R:1
N -1.6618 -0.4219 -0.9142 -0.368
C -1.4985 -0.4251 0.4559 0.122
O -1.9456 0.3802 1.2708 -0.540
H -2.2453 0.3396 -1.2332 0.226
H -0.9035 -0.8425 -1.4509 0.253
H -1.0789 -1.4098 0.7006 0.303
C 2.5769 -0.3663 -0.4642 -0.476
C 2.4576 0.9074 -0.1093 -0.382
H 2.1606 -1.1150 0.2718 0.213
H 3.0401 -0.7186 -1.4339 0.227
H 2.4332 1.1380 0.9609 0.236
H 2.5756 1.8231 -0.8762 0.187
```

SMILES   NC=O.C=C
Highest occupied orbital energy   -10.07 eV
Lowest unoccupied orbital energy   0.91 eV
Spin multiplicity   1
Charge   0
F_max   2.99 eV Å⁻¹
Energy relative to the best compared isomer or geometry (same formula, charge and spin)   51.0 kcal/mol
Electronic energy   -248.4453 hartree
Orbital gap   0.4034 hartree


Record 3
The following is a quantum chemistry calculation of one molecule with the formula C3H7NO, from OMol25.

Structure (XYZ):
```
12
Properties=species:S:1:pos:R:3:mulliken_charge:R:1
C -0.6984 1.5257 0.1175 -1.110
C -0.6052 0.0637 -0.2963 -0.322
N 0.7306 -0.4607 -0.1259 -0.152
C 1.0383 -1.7124 0.3078 0.081
O 2.0942 -2.2670 0.1040 -0.557
H -1.7323 1.8642 0.1144 0.337
H -0.1149 2.1383 -0.5714 0.299
H -0.2431 1.6625 1.0975 0.327
H -1.2713 -0.5298 0.3297 0.332
H -0.9257 -0.0631 -1.3310 0.258
H 1.4813 -0.0674 -0.6873 0.242
H 0.2464 -2.1541 0.9410 0.266
```

SMILES   CCNC=O
Highest occupied orbital energy   -9.77 eV
Lowest unoccupied orbital energy   0.97 eV
Spin multiplicity   1
Charge   0
F_max   0.81 eV Å⁻¹
Energy relative to the best compared isomer or geometry (same formula, charge and spin)   11.8 kcal/mol
Electronic energy   -248.5076 hartree
Orbital gap   0.3945 hartree


Record 4
The following is a quantum chemistry calculation of a 2-piece molecular cluster, C3H7NO overall, from OMol25.

Structure (XYZ):
```
12
Properties=species:S:1:pos:R:3:mulliken_charge:R:1
C -0.1154 -2.2477 0.3757 -0.775
C -0.1171 -1.5241 -0.9534 0.083
O -0.9030 -0.6671 -1.2546 -0.472
H -0.9401 -2.9629 0.3593 0.251
H 0.8240 -2.7831 0.4855 0.293
H -0.2717 -1.5344 1.1823 0.266
H 0.6593 -1.8491 -1.6431 0.356
C 0.6570 2.2973 0.2265 -0.053
N 0.4523 2.2925 1.4712 -0.473
H 0.5221 1.3531 -0.2946 0.051
H 0.9337 3.1197 -0.4266 0.242
H 0.6322 3.2053 1.8887 0.229
```

SMILES   CC=O.C=N
Highest occupied orbital energy   -9.96 eV
Lowest unoccupied orbital energy   1.07 eV
Spin multiplicity   1
Charge   0
F_max   0.84 eV Å⁻¹
Energy relative to the best compared isomer or geometry (same formula, charge and spin)   48.2 kcal/mol
Electronic energy   -248.4497 hartree
Orbital gap   0.4052 hartree


Record 5
The following is a quantum chemistry calculation of one molecule with the formula C3H7NO, from OMol25.

Structure (XYZ):
```
12
Properties=species:S:1:pos:R:3:mulliken_charge:R:1
C -0.9329 1.8543 -0.2085 -0.883
C -0.2134 0.5285 -0.0423 0.164
N 0.1317 0.1514 1.1100 -0.357
O 0.6397 -1.1838 1.2486 -0.190
C 0.9525 -1.8056 0.1006 -0.742
H -0.4511 2.7317 0.3517 0.250
H -1.0388 2.1621 -1.3149 0.273
H -1.8667 1.8405 0.3193 0.269
H -0.2477 -0.2354 -0.8657 0.320
H 0.0215 -2.0975 -0.4280 0.280
H 1.5632 -1.1820 -0.5293 0.335
H 1.4421 -2.7643 0.2585 0.281
```

SMILES   C/C=N/OC
Highest occupied orbital energy   -9.70 eV
Lowest unoccupied orbital energy   1.00 eV
Spin multiplicity   1
Charge   0
F_max   2.94 eV Å⁻¹
Energy relative to the best compared isomer or geometry (same formula, charge and spin)   80.7 kcal/mol
Electronic energy   -248.3979 hartree
Orbital gap   0.3933 hartree


Record 6
The following is a quantum chemistry calculation of a 2-piece molecular cluster, C3H7NO overall, from OMol25.

Structure (XYZ):
```
12
Properties=species:S:1:pos:R:3:mulliken_charge:R:1
C 1.4276 1.1020 -0.2246 -0.865
C 1.4229 -0.0831 -0.9060 0.122
N 0.5676 -1.1517 -0.7658 -0.487
H 1.2927 1.9881 -0.8341 0.225
H 1.6262 1.1611 0.8375 0.294
H 2.0260 -0.1709 -1.8177 0.241
H -0.3294 -0.9142 -0.3837 0.194
H 0.4844 -1.6404 -1.6402 0.280
C -2.0913 -0.0626 1.3944 -0.194
O -3.0881 -0.3401 0.7848 -0.389
H -1.5567 -0.8606 1.9433 0.318
H -1.7817 0.9724 1.6122 0.261
```

SMILES   C=CN.C=O
Highest occupied orbital energy   -7.60 eV
Lowest unoccupied orbital energy   0.54 eV
Spin multiplicity   1
Charge   0
F_max   1.65 eV Å⁻¹
Energy relative to the best compared isomer or geometry (same formula, charge and spin)   90.9 kcal/mol
Electronic energy   -248.3816 hartree
Orbital gap   0.2993 hartree


Record 7
The following is a quantum chemistry calculation of one molecule with the formula C3H7NO, from OMol25.

Structure (XYZ):
```
12
Properties=species:S:1:pos:R:3:mulliken_charge:R:1
C -0.5531 0.4661 1.6232 -0.781
N -0.5854 0.1111 0.2010 -0.416
C 0.6450 0.1173 -0.5764 -0.367
C 0.3474 -0.5744 -1.9014 0.082
O -0.1339 -1.6696 -1.9073 -0.457
H 0.4065 0.1773 2.0503 0.289
H -0.8766 1.5009 1.7598 0.236
H -1.3844 -0.1082 2.0417 0.307
H -0.9928 -0.7956 0.1210 0.232
H 1.4240 -0.4031 0.0226 0.277
H 1.0782 1.1193 -0.6713 0.312
H 0.6250 0.0587 -2.7632 0.287
```

SMILES   CNCC=O
Highest occupied orbital energy   -8.88 eV
Lowest unoccupied orbital energy   0.97 eV
Spin multiplicity   1
Charge   0
F_max   1.70 eV Å⁻¹
Energy relative to the best compared isomer or geometry (same formula, charge and spin)   43.1 kcal/mol
Electronic energy   -248.4578 hartree
Orbital gap   0.3621 hartree


Record 8
The following is a quantum chemistry calculation of a 2-piece molecular cluster, C3H7NO overall, from OMol25.

Structure (XYZ):
```
12
Properties=species:S:1:pos:R:3:mulliken_charge:R:1
C 1.6727 0.2480 -0.6108 0.035
C -1.6360 0.0940 0.8031 -0.639
C -1.1252 0.3987 -0.5172 -0.720
N 2.2916 -0.9507 -0.3560 -0.429
O 1.9212 -0.0399 0.7151 -0.271
H 1.8897 1.1492 -1.1974 0.322
H -1.1453 -0.7642 1.2145 0.237
H -2.7729 0.1082 0.8203 0.290
H -1.2466 0.8651 1.4611 0.245
H -0.2674 1.0523 -0.5949 0.325
H -1.2540 -0.3110 -1.3738 0.308
H 1.6719 -1.8496 -0.3637 0.298
```

Highest occupied orbital energy (spin up / spin down)   -8.08 / -8.13 eV
Lowest unoccupied orbital energy (spin up / spin down)   0.65 / 0.58 eV
Spin multiplicity   1
Charge   0
F_max   3.01 eV Å⁻¹
Energy relative to the best compared isomer or geometry (same formula, charge and spin)   185.5 kcal/mol
Electronic energy   -248.2309 hartree
Orbital gap (spin up / spin down)   0.3207 / 0.3200 hartree


Record 9
The following is a quantum chemistry calculation of one molecule with the formula C3H7NO, from OMol25.

Structure (XYZ):
```
12
Properties=species:S:1:pos:R:3:mulliken_charge:R:1
C 2.1362 0.3187 -0.7301 -0.850
C 0.8025 -0.3323 -0.5633 0.080
N -0.0005 0.0413 0.3792 -0.512
O -1.1644 -0.7359 0.3019 -0.150
C -2.2192 -0.0194 0.9319 -0.512
H 2.3765 0.3658 -1.7953 0.291
H 2.8922 -0.2843 -0.2218 0.238
H 2.1271 1.3282 -0.3117 0.270
H 0.5529 -1.1585 -1.2506 0.393
H -2.1107 -0.0641 2.0191 0.239
H -2.2259 1.0227 0.5956 0.274
H -3.1667 -0.4821 0.6450 0.239
```

SMILES   C/C=N/OC
Highest occupied orbital energy   -9.28 eV
Lowest unoccupied orbital energy   1.21 eV
Spin multiplicity   1
Charge   0
F_max   2.19 eV Å⁻¹
Energy relative to the best compared isomer or geometry (same formula, charge and spin)   64.5 kcal/mol
Electronic energy   -248.4237 hartree
Orbital gap   0.3854 hartree


Record 10
The following is a quantum chemistry calculation of one molecule with the formula C3H7NO, from OMol25.

Structure (XYZ):
```
12
Properties=species:S:1:pos:R:3:mulliken_charge:R:1
C -1.1022 -0.3561 0.7732 -1.294
C -0.0328 -0.0994 -0.3096 0.480
N -0.0549 1.2581 -0.8615 -0.649
C 1.3281 -0.4758 0.2159 -0.179
O 2.3491 0.0656 -0.1135 -0.492
H -1.7979 0.4858 0.7846 0.371
H -0.6479 -0.3216 1.7652 0.356
H -1.6876 -1.2468 0.5625 0.281
H -0.2015 -0.8060 -1.1352 0.256
H -0.4024 1.2096 -1.7692 0.240
H 0.8936 1.5951 -0.8586 0.255
H 1.3564 -1.3087 0.9462 0.375
```

SMILES   C[C@@H](N)C=O
Highest occupied orbital energy   -9.69 eV
Lowest unoccupied orbital energy   0.86 eV
Spin multiplicity   1
Charge   0
F_max   2.23 eV Å⁻¹
Energy relative to the best compared isomer or geometry (same formula, charge and spin)   29.7 kcal/mol
Electronic energy   -248.4791 hartree
Orbital gap   0.3875 hartree